Computed, not measured: one molecule with the formula C2H5N3OS2 at a distorted geometry, with wB97M-V/def2-TZVPD.

Geometry (Å):
N -0.920 1.746 -2.212
N -1.297 2.513 -1.058
C -0.545 2.180 -0.074
S 0.870 0.779 -0.211
C -0.393 -0.495 0.070
O -1.539 -0.352 -0.342
N -0.083 -1.717 0.968
S 1.406 -2.422 1.393
H -0.633 0.679 -2.050
H -2.011 1.798 -2.652
H -0.255 2.662 0.809
H -0.933 -2.219 1.228
H 1.454 -1.724 2.633

Results
- multiplicity = 1
- orbital gap (eV) = 10.03
- SMILES = N/N=C\SC(=O)NS
- energy (Ha) = -1114.962690
- E_HOMO (Ha) = -0.3518